DFT (ωB97M-V with the def2-TZVPD basis set) results for an isolated molecule of C5H14N2O at a distorted geometry.

Last column: Löwdin charge in e.
Atoms and positions in Å:
C 1.51212 1.62609 -2.44830  -0.10
C 1.36912 0.27373 -1.79879  -0.30
N 0.22957 0.09879 -0.93045  -0.13
C 0.35481 -0.88112 0.12961  -0.23
C -0.81048 -0.92250 1.11678  -0.36
N -0.31365 -1.74341 2.27184  0.03
C -1.19110 0.54356 1.47696  -0.22
O -2.35687 0.57577 2.28728  -0.07
H 0.76627 1.67431 -3.28207  0.08
H 1.33180 2.54265 -1.91119  0.07
H 2.41707 1.68216 -3.01018  0.05
H 2.24762 -0.02032 -1.22663  0.11
H 1.15015 -0.49672 -2.57599  0.12
H -0.68758 0.38486 -1.22277  0.11
H 1.23862 -0.63800 0.73139  0.12
H 0.47937 -1.85810 -0.37362  0.12
H -1.64150 -1.46855 0.62134  0.14
H -1.02489 -2.48430 2.48409  0.09
H -0.28763 -1.12972 3.08335  0.06
H -0.48163 0.93084 2.17175  0.11
H -1.19563 1.14744 0.56536  0.10
H -3.10555 0.16253 1.84024  0.08

Atomic forces in eV per Å
-1.621 -0.168 -1.888
-1.305 -1.226 -0.249
0.059 1.370 1.539
-0.011 0.075 -0.987
0.686 -0.014 -0.279
-1.707 -0.250 -0.205
-0.655 -1.838 0.211
-0.662 0.208 -0.175
0.205 -0.003 0.596
0.239 -0.033 0.867
1.015 0.127 -0.055
0.098 0.030 -0.062
1.278 0.434 -0.216
0.133 -0.215 -0.358
0.089 -0.229 -0.208
0.189 -0.192 0.781
0.073 0.539 0.365
0.999 1.053 -0.098
-0.022 -0.264 0.034
1.129 0.402 0.093
-0.414 0.116 0.371
0.205 0.078 -0.077

Properties
Lowest unoccupied orbital energy, hartree: 0.03113
DFT total energy, hartree: -383.60622
Net charge: 0
SMILES string: CCNC[C@@H](N)CO
Relative energy (zero: lowest compared OMol25 entry of this formula, charge and spin), kcal/mol: 59.29
Strongest force on any atom, hartree/bohr: 0.0485

=====

DFT (ωB97M-V with the def2-TZVPD basis set) results for a structure of composition C2H3NiO at a distorted geometry.

Last column: Löwdin charge in e.
Atoms and positions in Å:
C 0.76071 -0.85473 1.08976  -0.16
C 1.01161 0.58587 0.90482  -0.36
O -0.10427 1.06216 -0.20199  -0.41
Ni -0.67602 -0.69780 -0.26040  0.74
H 1.26347 -1.33495 1.93815  0.01
H 0.92360 1.18229 1.83862  0.10
H 2.00836 0.78915 0.45799  0.09

Atomic forces in eV per Å
-0.458 0.344 -0.163
-1.016 0.897 -1.566
1.657 -2.014 2.068
1.126 1.006 0.809
-0.416 -0.227 -0.505
-0.316 -0.092 -0.651
-0.577 0.086 0.007

Properties
Lowest unoccupied orbital energy (alpha / beta), hartree: -0.02901 / -0.03153
DFT total energy, hartree: -1661.34320
Net charge: 0
Relative energy (zero: lowest compared OMol25 entry of this formula, charge and spin), kcal/mol: 0.00
2S+1: 4
Strongest force on any atom, hartree/bohr: 0.0647